C19H22N2O4S | ωB97M-V/def2-TZVPD

Properties
frontier orbital gap = 8.422 eV
HOMO energy = -8.5693 eV
SMILES string = Cc1ccc(NC(=O)c2ccc(S(=O)(=O)NC[C@H]3CCCO3)cc2)cc1
lowest unoccupied orbital energy = -0.15 eV

Cartesian coordinates (Å):
C: 8.20702 0.79353 0.46151
C: 6.74607 0.47898 0.36008
C: 6.26174 -0.36736 -0.62899
C: 4.91851 -0.68104 -0.71905
C: 4.02162 -0.14195 0.19658
C: 4.49639 0.70796 1.19313
C: 5.84060 1.01123 1.27067
H: 6.19228 1.67222 2.04970
H: 3.80598 1.13261 1.90978
N: 2.64788 -0.41712 0.17601
C: 1.93659 -1.15286 -0.72106
O: 2.39607 -1.68881 -1.70694
C: 0.47247 -1.22907 -0.39960
C: -0.01206 -1.28883 0.90600
C: -1.37542 -1.36088 1.13275
C: -2.24280 -1.37254 0.05778
C: -1.77978 -1.34916 -1.24302
C: -0.41595 -1.28671 -1.47071
H: -0.01611 -1.27738 -2.47341
H: -2.49258 -1.39030 -2.05182
S: -3.99844 -1.34014 0.39000
O: -4.30700 -2.18057 1.50641
O: -4.71149 -1.51938 -0.84120
N: -4.11914 0.23783 0.94393
H: -4.83589 0.33706 1.64552
C: -4.11876 1.26086 -0.07554
H: -5.12700 1.50628 -0.42770
H: -3.55962 0.85741 -0.92094
C: -3.43165 2.54782 0.42479
H: -4.02035 2.97191 1.24392
C: -1.97119 2.29887 0.81405
H: -1.64581 3.06571 1.51687
H: -1.84142 1.31751 1.26300
C: -1.24218 2.45139 -0.52426
H: -1.08919 1.48063 -0.99500
C: -2.20328 3.31755 -1.36178
H: -1.79337 4.30686 -1.58125
O: -3.37940 3.51987 -0.59400
H: -2.45563 2.82914 -2.31071
H: -0.27237 2.93092 -0.40827
H: -1.78499 -1.41806 2.12866
H: 0.66728 -1.30986 1.74605
H: 2.12486 0.03350 0.91424
H: 4.56119 -1.33692 -1.49442
H: 6.94787 -0.79215 -1.34701
H: 8.36150 1.80467 0.83147
H: 8.68916 0.10467 1.15612
H: 8.69370 0.69212 -0.50534

Forces on atoms 1 to 3 (eV/Å):
C 0.011 -0.066 0.067
C -0.003 0.006 -0.065
C 0.021 0.171 0.217

---

C36H25Br2F5IrN2O4 | ωB97M-V/def2-TZVPD

Properties
⟨S²⟩ = 8.828
frontier orbital gap (alpha / beta) = 7.034 / 5.334 eV
net charge = +2
HOMO energy (alpha / beta) = -13.0916 / -13.2945 eV
lowest unoccupied orbital energy (alpha / beta) = -6.06 / -7.96 eV
2S+1 = 6

Cartesian coordinates (Å):
Ir: -0.15679 0.35949 0.02444
C: -4.16603 -0.27240 -2.07215
C: -2.79382 -0.81583 -1.80555
C: -1.81150 -0.82869 -2.80241
C: -0.53643 -1.29628 -2.55069
C: -0.20631 -1.81148 -1.28791
C: -1.19052 -1.84004 -0.28608
C: -2.47085 -1.32455 -0.55479
H: -4.35986 0.59827 -1.44287
H: -4.92678 -1.01911 -1.84362
H: -4.28351 0.02301 -3.11280
H: -2.05779 -0.46667 -3.79256
H: 0.20051 -1.31002 -3.34202
H: 0.74589 -2.29777 -1.12576
H: -1.00382 -2.38969 0.62751
H: -3.23916 -1.36889 0.20845
Br: 3.72467 3.49568 1.93492
C: 2.69674 2.25802 2.87648
C: 3.01578 1.91679 4.17480
C: 2.23610 1.00873 4.87614
Br: 2.68071 0.64603 6.64618
C: 1.10502 0.35989 4.26907
C: 0.27934 -0.56969 4.92146
C: -0.79233 -1.10463 4.24895
C: -1.00899 -0.74412 2.91992
N: -0.22085 0.10189 2.27497
C: 0.80012 0.67381 2.93860
C: 1.55787 1.69307 2.20331
O: 1.20399 2.04772 1.06696
H: 3.87290 2.36891 4.65331
H: 0.48265 -0.85242 5.94482
H: -1.45696 -1.80809 4.72826
H: -1.84222 -1.15192 2.36390
F: 5.93777 2.64323 -2.75340
C: 4.99206 1.96925 -2.14487
C: 3.64193 2.24167 -2.45254
F: 3.35994 3.16298 -3.35859
C: 2.65280 1.54864 -1.81782
F: 1.36876 1.78504 -2.11144
C: 2.94593 0.53546 -0.83823
O: 2.06483 -0.10190 -0.21999
C: 4.34505 0.28839 -0.56628
F: 4.64155 -0.61940 0.34865
C: 5.33516 0.99067 -1.19626
F: 6.60888 0.77501 -0.92460
C: -0.58562 4.01974 5.44532
O: -0.58797 3.75244 4.03866
C: -1.78876 3.42421 3.47233
C: -2.84538 2.84899 4.15690
C: -4.02858 2.57735 3.47982
C: -4.16422 2.89547 2.13762
C: -3.10864 3.47324 1.44912
C: -1.91330 3.71163 2.10702
N: -0.80584 4.39616 1.55044
C: -0.39201 4.66204 0.33878
C: -0.74878 4.20415 -0.95772
C: -0.47823 5.13755 -1.99534
C: -0.81636 4.88772 -3.29496
C: -1.41219 3.65612 -3.61206
C: -1.61732 2.70347 -2.64639
C: -1.26498 2.92156 -1.29939
O: -1.40526 1.97016 -0.41823
H: 0.34529 4.53847 5.65574
H: -0.62184 3.09220 6.01764
H: -1.43135 4.65167 5.71636
H: -2.75934 2.63398 5.21120
H: -4.85835 2.14025 4.01754
H: -5.10264 2.72415 1.63000
H: -3.23355 3.78277 0.42527
H: -0.25186 4.81984 2.29104
H: 0.37074 5.43550 0.34325
H: -0.03395 6.08948 -1.73062
H: -0.63647 5.62792 -4.05998
H: -1.68687 3.44642 -4.63765
H: -2.03978 1.73942 -2.89151

Forces on atoms 1 to 3 (eV/Å):
Ir -0.265 -0.317 0.098
C -0.012 -0.028 0.002
C -0.022 -0.015 0.049

---

Taking the records one at a time from the top gives energy relative to the best compared isomer or geometry (same formula, charge and spin) values of 132.99, 39.76 kJ/mol.